No. 1
DFT (ωB97M-V/def2-TZVPD) results for a molecular structure, C65H52FNNbO14S.

Properties
Net charge: -1
HOMO energy in eV: -5.089
Max |F| in eV/A: 3.57

```
135
Properties=species:S:1:pos:R:3:mulliken_charge:R:1
C 0.2331 -0.8973 2.9848 -1.29
C 0.3618 -0.5396 1.5221 1.08
O 1.3365 0.0421 1.1261 -0.63
N -0.6683 -0.8942 0.6715 -0.54
C -0.2380 -0.8756 -0.7362 -0.55
Nb -2.4123 0.3083 1.0190 -0.59
F -3.0707 -1.1035 2.3062 -0.72
C -4.2166 1.5613 1.5868 -1.26
C -3.9491 2.2559 2.9552 0.00
C -5.1424 3.1353 3.4203 -0.36
C -4.8886 4.6458 3.4800 -0.93
S -3.3362 5.1007 4.2526 1.12
O -2.3867 5.2942 3.2015 -0.62
O -2.8618 4.1346 5.1836 -0.59
O -3.5258 6.5330 4.9722 -0.47
C -1.6556 2.0285 -0.2313 -0.69
C -2.1456 2.0410 -1.6516 0.43
O -3.2720 2.2137 -1.8986 -0.51
O -1.2485 1.8278 -2.6838 -0.44
H 0.1175 0.0255 3.5482 0.29
H -0.6592 -1.4894 3.1835 0.31
H 1.1267 -1.4022 3.3496 0.41
H 0.1394 0.0855 -1.0835 0.08
H -1.0092 -1.2807 -1.3836 0.31
H 0.6037 -1.5775 -0.8220 0.25
H -3.2838 -0.4648 -0.4006 0.05
H -1.5092 1.0860 2.4293 0.14
H -5.1279 0.9567 1.6153 0.63
H -4.3212 2.3497 0.8294 0.47
H -3.0042 2.7810 2.8679 0.26
H -3.8371 1.4586 3.6889 0.34
H -5.5091 2.8023 4.3918 0.33
H -5.9546 2.9611 2.7135 0.20
H -5.6791 5.0806 4.1019 0.48
H -4.9543 5.1552 2.5244 0.39
H -2.6109 6.8122 5.1485 0.39
H -0.5574 2.0558 -0.2650 0.33
H -1.9780 2.9693 0.2187 0.58
H -0.7054 2.6195 -2.7915 0.31
C -10.6193 -0.9191 6.5433 -0.45
C -9.2730 -0.7088 6.2598 -0.55
C -8.8996 -0.0981 5.0749 -0.58
C -9.8704 0.2949 4.1624 0.17
C -11.2200 0.0630 4.4358 0.32
C -11.5901 -0.5351 5.6341 -0.60
C -12.2706 0.4340 3.4484 0.47
O -13.4455 0.2368 3.6874 -0.69
C -11.8483 1.0444 2.1580 0.34
C -12.8076 1.3465 1.1993 -0.60
C -12.4286 1.9259 0.0005 -0.44
C -11.0893 2.2151 -0.2437 -0.55
C -10.1286 1.9118 0.7056 -0.59
C -10.5027 1.3180 1.9043 0.18
C -9.4546 0.9663 2.9009 0.52
O -8.2884 1.2158 2.6888 -0.58
H -10.9091 -1.3890 7.4745 0.39
H -8.5149 -1.0209 6.9665 0.41
H -7.8533 0.0700 4.8560 0.57
H -12.6361 -0.7036 5.8523 0.46
H -13.8492 1.1249 1.3895 0.46
H -13.1770 2.1556 -0.7473 0.39
H -10.7957 2.6740 -1.1790 0.41
H -9.0865 2.1317 0.5141 0.54
C 3.9229 -0.2097 -2.1475 -1.08
C 3.2186 0.9478 -1.8322 -0.32
C 2.9845 1.9040 -2.8061 -0.76
C 3.4629 1.7144 -4.0970 0.35
C 4.1912 0.5618 -4.4075 0.03
C 4.4084 -0.4019 -3.4302 -0.46
C 4.7531 0.3605 -5.7681 0.55
O 5.3838 -0.6415 -6.0427 -0.69
C 4.5341 1.4214 -6.7908 0.22
C 5.0981 1.2793 -8.0526 -0.52
C 4.8914 2.2511 -9.0164 -0.49
C 4.1119 3.3669 -8.7270 -0.47
C 3.5522 3.5160 -7.4698 -0.55
C 3.7682 2.5500 -6.4950 0.11
C 3.1878 2.7412 -5.1360 0.53
O 2.5109 3.7175 -4.8856 -0.68
H 4.0963 -0.9607 -1.3870 0.69
H 2.8496 1.0988 -0.8236 0.57
H 2.4317 2.8009 -2.5612 0.60
H 4.9612 -1.2999 -3.6727 0.61
H 5.7011 0.4102 -8.2789 0.47
H 5.3358 2.1405 -9.9975 0.39
H 3.9453 4.1226 -9.4841 0.40
H 2.9498 4.3853 -7.2427 0.47
C 7.5640 2.8154 -1.6322 -0.79
C 6.7808 1.6667 -1.5747 0.25
C 6.8137 0.8598 -0.4491 -0.59
C 7.6381 1.1918 0.6180 -0.13
C 8.4413 2.3334 0.5504 0.17
C 8.3921 3.1481 -0.5737 -0.63
C 9.3654 2.6799 1.6631 0.70
O 10.0619 3.6739 1.6086 -0.68
C 9.4251 1.7754 2.8445 0.16
C 10.3218 2.0506 3.8698 -0.57
C 10.3783 1.2252 4.9794 -0.45
C 9.5325 0.1244 5.0748 -0.48
C 8.6412 -0.1574 4.0539 -0.54
C 8.5903 0.6603 2.9322 0.12
C 7.6500 0.3244 1.8268 0.53
O 6.9167 -0.6378 1.9093 -0.66
H 7.5297 3.4495 -2.5090 0.43
H 6.1429 1.4036 -2.4082 0.35
H 6.2007 -0.0298 -0.4033 0.62
H 9.0040 4.0388 -0.6214 0.47
H 10.9771 2.9082 3.7975 0.46
H 11.0809 1.4388 5.7749 0.40
H 9.5730 -0.5161 5.9466 0.40
H 7.9864 -1.0154 4.1255 0.48
C -1.4625 -6.4902 -1.1090 -0.63
C -1.2259 -7.8606 -1.0606 -0.40
C 0.0309 -8.3607 -1.3575 -0.60
C 1.0555 -7.4935 -1.7154 0.42
C 0.8105 -6.1197 -1.7851 0.04
C -0.4467 -5.6221 -1.4710 -0.60
C 1.8797 -5.1769 -2.2125 0.36
O 1.6736 -3.9839 -2.2673 -0.63
C 3.2117 -5.7339 -2.5786 -0.05
C 4.2058 -4.8772 -3.0343 -0.66
C 5.4527 -5.3784 -3.3657 -0.47
C 5.7158 -6.7387 -3.2346 -0.47
C 4.7273 -7.5976 -2.7858 -0.67
C 3.4696 -7.1010 -2.4651 0.47
C 2.4053 -8.0411 -2.0163 0.56
O 2.6345 -9.2294 -1.9049 -0.69
H -2.4429 -6.1000 -0.8682 0.44
H -2.0249 -8.5386 -0.7885 0.38
H 0.2157 -9.4257 -1.3152 0.46
H -0.6357 -4.5573 -1.5131 0.68
H 4.0020 -3.8190 -3.1331 0.76
H 6.2242 -4.7095 -3.7256 0.45
H 6.6938 -7.1280 -3.4876 0.38
H 4.9302 -8.6555 -2.6881 0.48
```

No. 2
DFT (ωB97M-V/def2-TZVPD) results for a molecular structure, C65H57MnN6O2PTe.

Properties
Net charge: +1
HOMO energy (spin up / spin down) in eV: -8.232 / -9.139
Multiplicity: 5
Max |F| in eV/A: 2.18

```
133
Properties=species:S:1:pos:R:3:mulliken_charge:R:1
Mn 0.6848 0.3789 0.3800 0.97
C 1.1075 -3.9147 -3.1618 -0.99
N 0.4245 -2.7914 -2.5821 0.36
C 0.8632 -2.0687 -1.5262 -0.95
N 0.0177 -1.0787 -1.2306 0.40
C -1.0028 -1.1823 -2.1342 -1.05
C -0.7536 -2.2443 -2.9925 0.11
C -1.5014 -2.7387 -4.1509 0.17
C -1.7947 -1.8840 -5.2099 -0.03
C -2.5080 -2.3424 -6.3024 -0.78
C -2.9296 -3.6609 -6.3564 -0.47
C -2.6131 -4.5263 -5.3223 -0.88
C -1.9005 -4.0723 -4.2272 -0.16
C -2.2789 -0.4506 -2.1058 1.83
C -2.2555 0.9998 -2.2483 -1.24
C -3.3108 1.8291 -2.3286 -1.60
C -4.7253 1.4402 -2.1257 -0.29
C -4.7631 -0.7113 -1.9400 -0.36
C -3.3866 -1.2199 -2.0514 -1.33
P 2.3780 -2.5721 -0.6444 -0.55
C 3.1554 -0.9236 -0.6678 -0.71
N 2.5544 0.2076 -0.2840 0.41
C 3.5328 1.1636 -0.1817 -0.49
C 4.7472 0.5824 -0.5378 0.90
N 4.4835 -0.7200 -0.8379 0.50
C 5.4474 -1.7091 -1.2342 -0.92
C 6.1093 1.1222 -0.5789 -0.71
C 6.8199 1.1518 -1.7760 0.01
C 8.1012 1.6713 -1.8093 -0.87
C 8.6885 2.1515 -0.6513 -0.42
C 7.9896 2.1124 0.5452 -0.83
C 6.7079 1.5986 0.5866 0.14
C 3.3291 2.4918 0.3627 -0.02
C 4.2247 3.4610 0.0575 -0.51
C 4.4697 4.7534 0.6409 -0.57
C 3.7117 5.4296 1.5130 -1.08
C 2.3298 5.0187 1.8958 -0.12
C 2.2827 3.5863 2.4631 -1.16
C 1.6748 -2.3936 1.0303 -0.41
N 1.0626 -1.2963 1.4784 0.69
C 0.7110 -1.5516 2.7764 -0.58
C 1.1113 -2.8353 3.1047 0.71
N 1.7231 -3.3464 1.9958 0.37
C 2.2627 -4.6706 1.8554 -0.97
C 0.8706 -3.6092 4.3221 -0.41
C -0.4323 -3.7604 4.7917 0.03
C -0.6770 -4.5127 5.9252 -0.84
C 0.3721 -5.1125 6.6051 -0.38
C 1.6692 -4.9527 6.1504 -0.87
C 1.9212 -4.2099 5.0106 0.00
C 0.0355 -0.5786 3.6251 0.35
C -0.8485 0.3305 3.0521 1.28
C -1.5260 1.2465 3.8313 -0.20
C -1.3235 1.2662 5.2023 -0.98
C -0.4371 0.3727 5.7822 -0.88
C 0.2416 -0.5458 5.0040 -0.45
H 2.1831 -3.7335 -3.1471 0.37
H 0.7779 -4.0521 -4.1901 0.46
H 0.8944 -4.8301 -2.6048 0.29
H -1.4528 -0.8610 -5.1701 0.43
H -2.7405 -1.6661 -7.1115 0.45
H -3.5143 -4.0092 -7.1950 0.43
H -2.9298 -5.5580 -5.3661 0.42
H -1.6738 -4.7483 -3.4151 0.50
H -1.2648 1.4154 -2.3758 0.77
H -3.1288 2.8686 -2.5613 0.48
H -5.3809 2.3106 -2.1341 0.51
H -5.4631 -1.5319 -1.7728 0.56
H -3.2709 -2.2947 -2.0123 0.65
H 6.4229 -1.4293 -0.8368 0.36
H 5.5127 -1.7762 -2.3228 0.29
H 5.1569 -2.6832 -0.8370 0.41
H 6.3583 0.7920 -2.6847 0.48
H 8.6398 1.6961 -2.7438 0.41
H 9.6893 2.5540 -0.6825 0.43
H 8.4494 2.4815 1.4493 0.45
H 6.1591 1.5719 1.5162 0.40
H 4.9493 3.1961 -0.7019 0.76
H 5.4200 5.1836 0.3491 0.48
H 4.0763 6.3648 1.9106 0.42
H 1.9154 5.7248 2.6191 0.89
H 1.3530 3.4736 3.0342 0.77
H 1.6934 -5.3618 2.4756 0.37
H 3.3083 -4.7034 2.1661 0.32
H 2.1998 -4.9773 0.8117 0.40
H -1.2473 -3.2876 4.2632 0.49
H -1.6883 -4.6301 6.2816 0.43
H 0.1783 -5.6985 7.4906 0.42
H 2.4912 -5.4024 6.6853 0.41
H 2.9358 -4.0685 4.6698 0.47
H -1.0247 0.2863 1.9734 -1.40
H -2.2228 1.9332 3.3718 0.54
H -1.8566 1.9750 5.8161 0.45
H -0.2787 0.3879 6.8501 0.46
H 0.9383 -1.2319 5.4602 0.61
C 3.4346 3.1777 3.3655 -1.76
C 2.0718 2.6639 1.2256 2.29
O 1.4953 1.4880 1.6202 -0.25
C 1.1300 3.5223 0.4227 -0.27
C 1.4267 4.9641 0.6149 0.44
C 0.1912 5.7934 0.6056 -1.31
C -0.9884 5.2922 0.1594 -1.12
C -1.1298 3.9611 -0.2624 -0.53
C -0.0637 3.0470 -0.0898 0.27
O -0.2104 1.7528 -0.3034 -0.40
H 3.2451 2.1742 3.7403 0.26
H 3.4946 3.8604 4.2108 0.47
H 4.3861 3.1819 2.8416 0.23
H 2.0518 5.3183 -0.2274 0.35
H 0.2849 6.8222 0.9160 0.45
H -1.8585 5.9327 0.1304 0.45
H -2.0861 3.5925 -0.5952 0.32
C -9.0150 0.6908 -2.9270 -2.01
C -7.5958 0.5326 -2.4681 0.89
C -7.4149 0.4873 -1.0327 -0.84
C -6.2765 0.4240 -0.3269 0.68
C -6.3682 0.1082 1.1343 -2.16
C -4.9057 0.4761 -0.9346 0.84
Te -3.3319 0.7419 0.5775 0.67
C -5.1528 0.2824 -3.0753 2.62
C -4.4122 0.1416 -4.4003 -2.43
C -6.6123 0.3645 -3.3564 -1.59
H -9.6203 -0.1347 -2.5581 0.41
H -9.0743 0.7187 -4.0115 0.39
H -9.4305 1.6165 -2.5328 0.38
H -8.3448 0.4328 -0.4760 0.37
H -7.4035 -0.0133 1.4415 0.45
H -5.9145 0.8861 1.7491 0.34
H -5.8439 -0.8285 1.3292 0.39
H -3.3479 0.3209 -4.2973 0.28
H -4.8019 0.8607 -5.1196 0.63
H -4.5528 -0.8600 -4.8002 0.47
H -6.8686 0.3470 -4.4061 0.30
```